The following is a quantum chemistry calculation of C36H29BrCl3N3O4S2Tb as an isolated structure, from the OMol25 dataset.

## Properties
LUMO energy (alpha / beta)	1.9 / 1.9	eV
total charge	-1
largest force on an atom	0.713	eV/Å
HOMO (alpha / beta)	-0.1937 / -0.1994	Eh
spin multiplicity	7
electronic energy	-202179.182	eV
gap between HOMO and LUMO (alpha / beta)	7.18 / 7.33	eV

Positions of all 79 atoms, in Å:
1 Tb -1.209 1.296 -1.572
2 Br 1.887 0.100 -3.640
3 C 0.739 -1.376 -3.299
4 C 1.167 -2.662 -3.567
5 C 0.299 -3.695 -3.241
6 C -0.924 -3.396 -2.667
7 C -1.257 -2.067 -2.452
8 N -0.433 -1.067 -2.779
9 C -2.579 -1.685 -1.755
10 O -3.351 -2.605 -1.510
11 O -2.692 -0.450 -1.500
12 H 2.140 -2.842 -3.997
13 H 0.584 -4.722 -3.432
14 H -1.637 -4.151 -2.368
15 C 0.603 -0.126 5.413
16 C 0.915 1.049 4.472
17 C 1.620 2.170 5.250
18 C 1.864 0.541 3.387
19 C -0.388 1.586 3.886
20 C -1.397 2.018 4.762
21 C -2.605 2.507 4.308
22 C -2.820 2.567 2.938
23 S -4.213 3.098 2.058
24 C -3.385 2.733 0.541
25 N -2.183 2.262 0.704
26 C -1.831 2.146 2.038
27 C -0.612 1.663 2.521
28 C -4.040 2.940 -0.743
29 C -5.348 3.446 -0.757
30 C -6.015 3.616 -1.951
31 C -5.358 3.286 -3.132
32 C -4.060 2.800 -3.097
33 C -3.329 2.590 -1.916
34 H 1.531 -0.576 5.771
35 H 0.035 -0.891 4.880
36 H 0.021 0.188 6.281
37 H 2.575 1.814 5.644
38 H 1.014 2.525 6.085
39 H 1.815 3.016 4.588
40 H 2.756 0.116 3.854
41 H 2.181 1.345 2.721
42 H 1.392 -0.235 2.788
43 H -1.234 1.971 5.832
44 H -3.365 2.833 5.006
45 H 0.125 1.347 1.794
46 H -5.845 3.702 0.174
47 H -7.029 3.994 -1.972
48 H -5.868 3.406 -4.082
49 H -3.597 2.565 -4.053
50 Cl 1.263 2.787 -6.387
51 C -0.469 2.391 -6.456
52 Cl -0.742 1.203 -7.753
53 Cl -1.411 3.856 -6.782
54 C -0.891 1.833 -5.187
55 N -1.201 1.421 -4.167
56 C 0.954 3.847 -2.404
57 O 0.047 2.818 -2.312
58 H 0.463 4.831 -2.484
59 H 1.611 3.753 -3.285
60 H 1.622 3.899 -1.528
61 C 3.995 -6.259 -0.482
62 C 4.882 -6.423 0.724
63 O 5.549 -7.407 0.919
64 S 4.944 -5.141 1.967
65 C 3.828 -3.863 1.424
66 C 4.342 -2.737 0.790
67 C 3.487 -1.741 0.352
68 C 2.103 -1.848 0.543
69 C 1.605 -2.983 1.200
70 C 2.459 -3.973 1.647
71 C 1.225 -0.822 0.091
72 C 0.464 0.051 -0.305
73 H 4.529 -6.646 -1.350
74 H 3.685 -5.235 -0.660
75 H 3.108 -6.876 -0.330
76 H 5.411 -2.650 0.642
77 H 3.871 -0.866 -0.155
78 H 0.537 -3.071 1.350
79 H 2.071 -4.840 2.167

Which charges does Löwdin predict for the atoms? In e, they are:
1 Tb 1.44
2 Br 0.78
3 C -0.72
4 C -0.11
5 C -0.06
6 C 0.00
7 C -0.17
8 N 0.01
9 C -0.61
10 O 0.03
11 O -0.17
12 H 0.10
13 H 0.10
14 H 0.12
15 C -0.05
16 C -0.56
17 C -0.05
18 C -0.06
19 C -0.17
20 C -0.05
21 C -0.09
22 C -0.47
23 S 1.10
24 C -0.49
25 N 0.03
26 C -0.27
27 C 0.05
28 C -0.28
29 C -0.09
30 C -0.11
31 C -0.11
32 C -0.15
33 C -0.16
34 H 0.08
35 H 0.09
36 H 0.07
37 H 0.08
38 H 0.07
39 H 0.09
40 H 0.09
41 H 0.09
42 H 0.07
43 H 0.10
44 H 0.10
45 H 0.07
46 H 0.07
47 H 0.09
48 H 0.09
49 H 0.06
50 Cl 0.61
51 C -1.58
52 Cl 0.61
53 Cl 0.62
54 C -0.36
55 N 0.19
56 C -0.28
57 O -0.55
58 H 0.07
59 H 0.04
60 H 0.07
61 C -0.05
62 C -0.75
63 O -0.02
64 S 1.01
65 C -0.58
66 C -0.11
67 C -0.03
68 C -0.26
69 C -0.03
70 C -0.10
71 C -0.18
72 C -0.13
73 H 0.09
74 H 0.06
75 H 0.09
76 H 0.10
77 H 0.12
78 H 0.12
79 H 0.11

The following is a quantum chemistry calculation of C36H30ClCrN7OS2 as an isolated structure at a distorted geometry, from the OMol25 dataset.

## Properties
energy relative to the best compared isomer or geometry (same formula, charge and spin)	165.8	kcal/mol
LUMO energy (alpha / beta)	-4.0 / -3.9	eV
total charge	+1
largest force on an atom	4.544	eV/Å
HOMO (alpha / beta)	-0.3741 / -0.3806	Eh
spin multiplicity	2
electronic energy	-112900.936	eV
gap between HOMO and LUMO (alpha / beta)	6.20 / 6.42	eV

Positions of all 78 atoms, in Å:
1 Cr 1.076 0.290 -1.206
2 Cl -4.789 -2.578 -5.025
3 C -3.336 -2.144 -4.184
4 C -2.117 -2.666 -4.596
5 C -0.949 -2.315 -3.939
6 C -0.969 -1.444 -2.844
7 O 0.169 -1.097 -2.247
8 C -2.229 -0.964 -2.421
9 C -2.219 -0.212 -1.172
10 N -2.779 0.906 -0.931
11 C -2.343 1.604 0.202
12 C -3.206 2.406 0.934
13 C -2.709 3.220 1.940
14 C -1.337 3.307 2.193
15 C -0.428 2.544 1.486
16 C 1.049 2.687 1.728
17 C 2.000 1.599 2.308
18 C 2.185 0.127 1.894
19 N -0.092 0.902 -0.169
20 C -0.944 1.655 0.513
21 C -3.397 -1.289 -3.101
22 H -2.086 -3.340 -5.441
23 H 0.006 -2.703 -4.275
24 H -1.610 -0.680 -0.403
25 H -4.258 2.409 0.683
26 H -3.392 3.834 2.513
27 H -0.981 3.996 2.948
28 H 1.127 3.506 2.443
29 H 2.181 1.700 3.377
30 H 2.220 -0.658 2.641
31 H -4.347 -0.898 -2.761
32 S 4.128 -2.339 0.218
33 C 3.638 -3.971 0.138
34 C 2.287 -4.083 0.184
35 C 1.670 -2.811 0.306
36 C 2.519 -1.734 0.326
37 C 2.204 -0.276 0.427
38 C 3.355 0.519 0.981
39 C 3.111 2.006 1.323
40 C 2.149 3.020 0.619
41 C 1.855 3.031 -0.866
42 N 1.526 2.074 -1.606
43 H 4.368 -4.759 0.071
44 H 1.749 -5.020 0.170
45 H 4.362 0.119 1.029
46 H 4.015 2.469 1.709
47 H 2.524 4.019 0.839
48 H 1.944 4.020 -1.334
49 C 6.383 -0.064 -3.020
50 C 4.903 -0.050 -3.190
51 C 4.104 0.051 -4.308
52 C 2.778 0.032 -3.845
53 N 2.770 -0.077 -2.518
54 N 4.063 -0.131 -2.145
55 C 1.537 0.164 -4.660
56 H 6.865 -0.232 -3.980
57 H 6.696 -0.856 -2.339
58 H 6.741 0.888 -2.625
59 H 4.430 0.130 -5.331
60 H 4.294 -0.173 -1.166
61 H 1.789 0.570 -5.638
62 H 0.832 0.840 -4.179
63 H 1.044 -0.797 -4.807
64 N -4.488 -1.504 1.212
65 C -3.969 -2.711 0.933
66 S -4.813 -4.099 0.785
67 C -2.484 -2.725 0.781
68 C -1.908 -3.355 -0.315
69 C -0.543 -3.320 -0.467
70 N 0.239 -2.724 0.453
71 C -0.295 -2.129 1.537
72 C -1.656 -2.104 1.717
73 H -5.490 -1.429 1.290
74 H -3.959 -0.654 1.092
75 H -2.523 -3.835 -1.063
76 H -0.034 -3.736 -1.322
77 H 0.408 -1.684 2.224
78 H -2.061 -1.616 2.593

Which charges does Löwdin predict for the atoms? In e, they are:
1 Cr 0.80
2 Cl 0.68
3 C -0.67
4 C -0.09
5 C -0.02
6 C -0.36
7 O -0.21
8 C -0.14
9 C -0.12
10 N 0.16
11 C -0.21
12 C -0.02
13 C -0.05
14 C -0.02
15 C -0.10
16 C -0.12
17 C -0.13
18 C -0.12
19 N 0.02
20 C -0.21
21 C -0.04
22 H 0.11
23 H 0.12
24 H 0.09
25 H 0.12
26 H 0.11
27 H 0.12
28 H 0.14
29 H 0.15
30 H 0.14
31 H 0.12
32 S 1.12
33 C -0.36
34 C -0.10
35 C -0.25
36 C -0.43
37 C -0.30
38 C -0.16
39 C -0.13
40 C -0.14
41 C -0.18
42 N 0.03
43 H 0.08
44 H 0.13
45 H 0.11
46 H 0.15
47 H 0.13
48 H 0.12
49 C -0.01
50 C -0.27
51 C 0.04
52 C -0.30
53 N -0.01
54 N 0.06
55 C -0.01
56 H 0.09
57 H 0.08
58 H 0.09
59 H 0.12
60 H 0.09
61 H 0.09
62 H 0.08
63 H 0.06
64 N 0.13
65 C -0.85
66 S 0.76
67 C -0.22
68 C 0.02
69 C 0.02
70 N 0.04
71 C 0.03
72 C 0.04
73 H 0.11
74 H 0.09
75 H 0.13
76 H 0.16
77 H 0.14
78 H 0.14

The following is a quantum chemistry calculation of an isolated ion of composition C36H30F2NO3S and charge +1 at a distorted geometry, from the OMol25 dataset.

## Properties
energy relative to the best compared isomer or geometry (same formula, charge and spin)	0.0	kcal/mol
SMILES	COc1ccccc1C(=C=[N+](Cc1ccccc1)S(=O)(=O)c1ccc(C)cc1)C(c1ccc(F)cc1)c1ccc(F)cc1
LUMO energy	-3.8	eV
total charge	+1
largest force on an atom	7.135	eV/Å
HOMO	-0.4025	Eh
electronic energy	-61711.642	eV
gap between HOMO and LUMO	7.14	eV

Positions of all 73 atoms, in Å:
1 F -2.129 2.249 -6.587
2 C -1.751 2.286 -5.249
3 C -0.550 2.942 -4.936
4 C -0.101 2.849 -3.623
5 C -0.810 2.121 -2.646
6 C -0.115 1.891 -1.301
7 C -0.990 2.158 -0.065
8 C -0.527 3.069 0.927
9 C -1.168 3.140 2.178
10 C -2.310 2.359 2.375
11 F -2.787 2.256 3.674
12 C -2.878 1.555 1.393
13 C -2.144 1.435 0.205
14 C -2.051 1.561 -3.001
15 C -2.518 1.593 -4.313
16 H 0.011 3.490 -5.707
17 H 0.803 3.424 -3.366
18 H 0.769 2.481 -1.241
19 H 0.305 3.766 0.735
20 H -0.776 3.788 2.972
21 H -3.772 0.981 1.600
22 H -2.482 0.726 -0.534
23 H -2.694 1.123 -2.259
24 H -3.439 1.081 -4.641
25 C 0.008 -2.533 -4.253
26 O 0.265 -1.483 -3.317
27 C 1.291 -0.631 -3.441
28 C 1.631 0.190 -2.313
29 C 0.581 0.606 -1.220
30 C 0.542 -0.386 -0.238
31 N 0.434 -1.265 0.658
32 C 1.408 -1.588 1.793
33 C 2.324 -0.468 1.965
34 C 3.687 -0.626 1.747
35 C 4.517 0.508 1.741
36 C 3.963 1.769 2.021
37 C 2.594 1.915 2.317
38 C 1.794 0.765 2.329
39 S -1.045 -2.519 0.662
40 C -1.576 -2.600 2.368
41 C -1.449 -3.813 3.075
42 C -1.851 -3.886 4.404
43 C -2.429 -2.783 5.042
44 C -2.886 -2.881 6.469
45 C -2.632 -1.605 4.298
46 C -2.256 -1.541 2.969
47 O -1.953 -1.712 -0.211
48 O -0.401 -3.694 0.244
49 C 2.875 0.826 -2.459
50 C 3.624 0.861 -3.642
51 C 3.204 0.120 -4.748
52 C 2.007 -0.613 -4.668
53 H -0.807 -3.054 -3.777
54 H -0.408 -2.094 -5.153
55 H 0.882 -3.163 -4.415
56 H 0.868 -1.808 2.736
57 H 1.917 -2.503 1.451
58 H 4.119 -1.598 1.503
59 H 5.606 0.433 1.535
60 H 4.623 2.656 2.072
61 H 2.183 2.917 2.551
62 H 0.735 0.879 2.542
63 H -0.996 -4.665 2.581
64 H -1.718 -4.818 4.974
65 H -3.338 -1.948 6.811
66 H -3.608 -3.693 6.615
67 H -2.035 -3.100 7.119
68 H -3.105 -0.731 4.776
69 H -2.450 -0.622 2.390
70 H 3.240 1.408 -1.614
71 H 4.562 1.450 -3.714
72 H 3.829 0.080 -5.669
73 H 1.733 -1.284 -5.496

Which charges does Löwdin predict for the atoms? In e, they are:
1 F 0.03
2 C -0.22
3 C 0.01
4 C -0.02
5 C -0.15
6 C -0.18
7 C -0.15
8 C -0.01
9 C 0.00
10 C -0.24
11 F 0.02
12 C 0.00
13 C -0.04
14 C -0.01
15 C 0.01
16 H 0.13
17 H 0.13
18 H 0.14
19 H 0.13
20 H 0.13
21 H 0.13
22 H 0.09
23 H 0.09
24 H 0.13
25 C -0.04
26 O -0.09
27 C -0.23
28 C -0.07
29 C -0.01
30 C 0.11
31 N -0.01
32 C -0.09
33 C -0.27
34 C -0.02
35 C -0.06
36 C -0.08
37 C -0.06
38 C -0.04
39 S 0.84
40 C -0.30
41 C -0.04
42 C -0.01
43 C -0.24
44 C -0.03
45 C 0.00
46 C -0.04
47 O -0.29
48 O -0.24
49 C -0.04
50 C -0.09
51 C -0.06
52 C 0.00
53 H 0.09
54 H 0.10
55 H 0.11
56 H 0.14
57 H 0.14
58 H 0.12
59 H 0.12
60 H 0.11
61 H 0.11
62 H 0.11
63 H 0.12
64 H 0.14
65 H 0.08
66 H 0.10
67 H 0.09
68 H 0.13
69 H 0.09
70 H 0.11
71 H 0.12
72 H 0.12
73 H 0.11